Molecular formula: C26H43F5P2Tl
Method: DFT, ωB97M-V/def2-TZVPD

Summary:
Relative energy (zero: lowest compared OMol25 entry of this formula, charge and spin): 12.00 kcal per mole
Charge: +1
Kohn-Sham gap (spin up / spin down): 3.508 / 3.513 eV
LUMO level (spin up / spin down): -0.211 / -0.211 Ha

Last column: Löwdin charge in e.
Positions of all 77 atoms, in Å:
Tl: 0.65081 -1.51330 -0.60223  0.951
C: 0.61715 3.85939 -1.56289  -0.119
C: -0.63954 3.68882 -0.92563  -0.122
C: 0.82920 4.55983 0.61249  -0.112
C: 1.52015 4.40817 -0.61807  -0.116
C: -0.50673 4.11363 0.42401  -0.116
C: 0.94250 3.50951 -2.96570  0.008
H: 0.02933 3.34642 -3.55059  0.087
H: 1.54704 2.59117 -3.01898  0.115
H: 1.52438 4.31125 -3.43615  0.098
C: 2.93736 4.73848 -0.87049  0.018
H: 3.11915 4.90723 -1.93890  0.093
H: 3.59820 3.92140 -0.54211  0.106
H: 3.22967 5.63869 -0.31697  0.100
C: 1.42918 5.07604 1.86010  0.015
H: 1.99700 5.99969 1.67703  0.105
H: 2.12497 4.34693 2.30457  0.115
H: 0.65053 5.28842 2.59790  0.090
C: -1.54451 4.11240 1.47506  0.003
H: -1.75304 5.13086 1.83776  0.112
H: -1.23575 3.51256 2.34594  0.106
H: -2.47811 3.69316 1.08958  0.083
C: -1.89451 3.20748 -1.54683  0.001
H: -2.52537 4.04401 -1.88678  0.117
H: -2.48762 2.61766 -0.83658  0.091
H: -1.67476 2.58538 -2.42023  0.085
C: 0.58379 -3.66757 -0.70898  -0.356
C: 0.15263 -3.67962 -2.19086  -0.478
C: -1.37462 -3.73207 -2.32394  -0.210
C: -2.07379 -2.40571 -1.93821  -0.212
C: -1.47240 -1.57376 -0.82401  -0.355
C: -1.65583 -2.11221 0.61476  -0.362
C: -1.66359 -3.64940 0.68508  -0.160
C: -0.29465 -4.29249 0.38886  -0.185
H: -1.75946 -4.56025 -1.71602  0.102
H: -3.10217 -2.68917 -1.65462  0.124
H: -1.65757 -3.99139 -3.35345  0.114
H: -0.47101 -5.35689 0.18671  0.122
H: 1.59609 -4.06361 -0.59120  0.084
H: 0.60241 -4.54736 -2.72343  0.109
H: 0.29890 -4.23109 1.32676  0.123
H: -1.97141 -3.95516 1.69903  0.114
H: -2.65337 -1.78562 0.96715  0.128
H: -2.44639 -4.02868 0.01207  0.104
H: -2.13439 -1.73240 -2.80554  0.093
H: -1.77809 -0.52414 -0.88585  0.072
P: 0.85423 -2.28836 -3.34632  0.878
P: -1.74237 -0.26257 3.75289  0.860
C: -0.62029 -1.49055 1.58198  -0.348
C: -0.86188 -1.74261 3.07671  -0.362
H: -0.54364 -0.40041 1.39362  0.074
H: 0.38138 -1.98203 1.47644  0.059
H: -1.43503 -2.66237 3.25529  0.086
H: 0.10018 -1.83105 3.57814  0.076
C: -1.06358 -0.46633 5.44884  -0.310
H: -1.27371 0.47298 5.97647  0.024
H: 0.02900 -0.59963 5.38666  0.039
H: -1.51745 -1.31241 5.98105  0.045
C: -3.38487 -1.07924 3.80250  -0.308
H: -3.40730 -1.88096 4.55708  0.048
H: -3.63671 -1.49962 2.81459  0.028
H: -4.11170 -0.29755 4.04988  0.026
C: 2.61903 -2.73886 -3.33283  -0.290
H: 3.17471 -2.01229 -3.95663  0.049
H: 2.83103 -3.77419 -3.65809  0.052
H: 2.98078 -2.61799 -2.29650  0.032
C: 0.05681 -1.90483 -4.93673  -0.270
H: -0.92636 -1.43568 -4.70399  0.039
H: -0.08464 -2.76782 -5.60627  0.049
H: 0.68138 -1.13830 -5.43390  0.048
F: 3.43095 -1.48442 1.37293  0.015
C: 2.76511 -0.30148 1.19548  -0.333
F: 2.14442 0.00548 2.37775  0.018
C: 3.73291 0.81506 0.79948  -0.540
F: 4.88510 0.76738 1.52173  0.133
F: 4.07983 0.77822 -0.52241  0.103
F: 3.13091 2.01573 1.04452  0.094

Molecular formula: C5H12N2
Method: DFT, ωB97M-V/def2-TZVPD

Summary:
Relative energy (zero: lowest compared OMol25 entry of this formula, charge and spin): 82.66 kcal per mole
Kohn-Sham gap: 8.810 eV
LUMO level: 0.035 Ha
SMILES: C/C(=C/N)CCN

Last column: Löwdin charge in e.
Positions of all 19 atoms, in Å:
C: -1.52712 0.64157 0.54126  -0.266
C: -0.28910 1.23967 -0.22090  -0.155
C: 0.65946 0.14016 -0.65284  -0.316
C: 1.13111 -0.71572 0.28218  -0.203
N: 1.84041 -0.29195 1.49869  0.007
C: 0.68738 -0.16978 -2.11516  -0.080
N: -1.57367 -0.51891 1.40602  -0.018
H: -1.94041 1.41598 1.18924  0.098
H: -2.16295 0.51441 -0.36479  0.113
H: -0.46650 1.84076 -1.12458  0.102
H: 0.05360 2.04091 0.42134  0.096
H: 0.99322 -1.78778 0.30767  0.102
H: 2.40744 -1.13913 1.75720  0.080
H: 1.23119 -0.07099 2.30514  0.069
H: 0.71359 0.84247 -2.60124  0.090
H: -0.16941 -0.68597 -2.63363  0.084
H: 1.48861 -0.88559 -2.36750  0.076
H: -2.22755 -1.15828 0.94945  0.068
H: -0.84929 -1.25185 1.42243  0.051

Molecular formula: C4H17NO4
Method: DFT, ωB97M-V/def2-TZVPD

Summary:
Relative energy (zero: lowest compared OMol25 entry of this formula, charge and spin): 24.53 kcal per mole
Kohn-Sham gap: 10.008 eV
LUMO level: 0.020 Ha
SMILES: CN(C)CCO.O.O.O

Last column: Löwdin charge in e.
Positions of all 26 atoms, in Å:
C: -2.22920 -0.58251 2.21414  -0.100
N: -0.96868 -0.44917 1.42532  -0.267
C: -0.09169 0.33905 2.31059  -0.106
C: -1.26793 0.17374 0.13376  -0.202
C: -0.77201 -0.62788 -1.03037  -0.253
O: 0.57430 -0.35011 -1.40390  -0.087
H: -1.93514 -1.02735 3.16374  0.078
H: -2.77750 0.35382 2.29685  0.086
H: -2.85142 -1.36849 1.78904  0.081
H: 0.94370 0.35008 1.94818  0.086
H: 0.08995 -0.24963 3.20747  0.081
H: -0.52221 1.33380 2.46241  0.091
H: -0.84503 1.18442 0.13533  0.116
H: -2.34833 0.13290 -0.05382  0.120
H: -1.38464 -0.44696 -1.92946  0.120
H: -0.91036 -1.71172 -0.93470  0.122
H: 1.17682 -0.72984 -0.74387  0.074
H: 2.54351 0.75112 -1.72774  0.016
H: 2.74759 0.02524 -2.99525  0.017
O: 3.10284 0.77299 -2.52386  -0.060
H: 1.42801 -3.41774 1.17287  0.022
H: 0.60554 -2.22783 1.33466  0.017
O: 1.50565 -2.48394 1.06467  -0.049
H: -1.16034 3.37009 -1.30723  0.028
H: -0.44007 2.18153 -2.06478  0.027
O: -0.39108 3.12666 -1.82914  -0.061

The lowest relative energy (zero: lowest compared OMol25 entry of this formula, charge and spin) belongs to which entry?
C26H43F5P2Tl

Among the records above, which one has the lowest relative energy (zero: lowest compared OMol25 entry of this formula, charge and spin)?
C26H43F5P2Tl